Record 1
The following is a quantum chemistry calculation of 7 unconnected molecules or ions with the total composition C56H120N6O7, from OMol25.

Geometry (Å):
N  14.87932  -9.09851  -16.16688
C  23.22721  -13.64035  -24.69872
O  17.60245  -10.29020  -19.46386
H  20.98850  -15.05836  -23.01884
H  19.44351  -19.82738  -18.73258
C  19.58745  -5.48886  -20.19051
C  18.78813  -6.48185  -19.36552
H  19.48483  -6.96138  -21.82790
H  26.74894  -10.28998  -24.52192
H  22.17307  -4.98010  -17.56569
H  10.30288  -13.89546  -23.02559
C  19.92590  -13.40380  -16.78959
H  12.56813  -16.16602  -21.99356
H  17.66609  -19.83860  -20.28084
C  26.81220  -11.39341  -24.51159
O  17.37521  -12.52156  -17.25702
H  15.70510  -14.08096  -14.29456
H  19.06307  -8.54820  -18.58813
H  12.79898  -11.78967  -22.93559
H  22.78893  -6.60402  -17.19416
H  20.87245  -13.60859  -16.28238
C  10.26786  -13.22921  -22.16201
N  20.88380  -5.33597  -19.57035
H  21.85159  -3.68998  -19.59375
H  22.84264  -12.11274  -26.96479
H  19.29786  -16.52419  -24.28377
C  15.54520  -13.64251  -15.28941
N  12.39357  -14.22520  -21.46949
H  20.57969  -5.63821  -22.04853
C  18.76297  -13.92767  -15.92058
H  17.73906  -11.57069  -22.60212
H  21.84310  -16.60499  -23.23246
C  22.61120  -5.88578  -17.99225
H  19.41512  -3.40928  -20.69126
C  22.25466  -11.74906  -23.52517
H  14.50496  -12.16202  -23.11399
C  19.01929  -15.66038  -21.49282
C  19.03370  -15.41165  -15.60649
O  15.59928  -10.05659  -15.31986
H  17.61820  -15.66584  -13.97551
C  15.41057  -7.75549  -15.95567
H  22.31713  -10.66047  -26.13639
H  15.06159  -13.60275  -17.82074
H  17.11590  -16.69190  -21.43274
C  18.36344  -19.38722  -20.99193
H  23.31610  -13.94227  -23.65417
C  12.87103  -9.30419  -14.75002
O  21.00602  -18.74644  -21.74153
H  15.36443  -8.06804  -13.84283
H  12.81970  -6.42704  -17.78091
H  19.88452  -15.40742  -14.93301
C  25.72238  -13.52292  -24.92384
H  17.34366  -15.47766  -20.15710
H  10.38826  -15.88460  -21.15771
H  18.18279  -17.55132  -23.38749
C  12.23674  -11.71482  -20.14865
H  14.97210  -5.78317  -16.58487
C  23.11144  -12.14474  -24.77703
C  18.04196  -11.41820  -21.55898
C  13.43282  -9.40724  -16.15317
H  19.81561  -12.33219  -16.91942
H  18.96191  -16.61971  -19.01207
H  16.09082  -14.86627  -18.42001
H  17.61850  -17.59067  -19.02742
H  13.49288  -9.79879  -13.99936
H  18.05290  -12.36987  -21.03319
H  16.62297  -16.51740  -16.71996
H  24.60714  -9.75765  -23.94814
C  22.34844  -11.75783  -26.05679
H  17.11034  -7.89866  -17.34793
H  19.08115  -11.06379  -21.63841
H  17.61082  -12.62225  -18.19445
H  16.13068  -6.61302  -14.30789
H  19.94347  -13.91154  -17.75675
C  16.89347  -7.72339  -16.28928
H  23.12293  -6.30788  -20.63554
H  22.38396  -14.05464  -25.24929
C  19.59648  -5.88899  -21.62314
H  19.22417  -15.87324  -16.58453
H  18.92129  -3.82054  -19.03393
H  17.18930  -9.50706  -19.07615
H  21.93573  -7.66579  -20.84878
H  22.94632  -11.73920  -22.67717
H  17.30861  -6.73978  -16.06283
H  21.80139  -10.76272  -23.62474
H  12.21359  -10.81944  -17.11297
H  12.83407  -6.53656  -16.02029
H  24.41783  -14.22048  -26.47320
H  10.62529  -12.23600  -22.40408
H  21.44934  -8.31555  -18.19681
C  19.90554  -16.72646  -22.16646
H  15.87011  -12.60331  -15.24220
H  11.54710  -13.32185  -19.00061
H  26.56835  -13.91890  -25.49140
H  19.70846  -18.19695  -23.82507
C  18.38098  -17.23113  -19.73997
C  14.73929  -6.81002  -16.89150
C  13.52420  -13.34348  -21.57179
C  10.35090  -15.04261  -20.44603
H  18.98595  -20.15114  -21.44993
H  12.80824  -8.71863  -18.11576
C  15.27781  -7.24758  -14.56656
H  15.69093  -16.15352  -15.31980
H  13.84501  -12.92743  -19.48694
H  16.12207  -10.57418  -20.98508
H  14.69542  -15.31691  -17.43451
C  16.32956  -14.41732  -16.32328
H  17.42545  -8.46944  -15.69532
H  18.48782  -5.97981  -18.43581
C  17.20407  -10.36142  -20.87559
C  19.24080  -17.26828  -23.47561
H  17.32228  -9.36088  -21.33589
N  24.41795  -11.51475  -24.62593
H  9.21630  -13.14736  -21.86367
C  11.07815  -13.84125  -21.01545
H  19.62749  -13.28247  -13.97936
C  19.55364  -7.75378  -19.14835
H  10.21446  -12.36022  -19.78104
N  17.54983  -13.76691  -16.67754
H  10.73262  -15.40656  -19.49235
C  13.55932  -12.38274  -20.39278
C  21.23008  -16.00954  -22.54941
H  11.93751  -11.10608  -21.02439
H  15.65472  -13.55772  -21.67186
H  14.45545  -13.58712  -15.38066
H  17.84895  -6.72300  -19.88215
H  16.13023  -10.60046  -15.93353
H  26.76487  -12.00121  -27.13133
H  20.15975  -18.29198  -18.28738
O  24.29602  -10.11447  -24.79101
O  21.68033  -4.36840  -20.26358
C  13.51811  -12.61680  -22.91812
H  24.55497  -15.30088  -25.19478
H  18.71679  -12.00509  -14.84932
C  13.25731  -6.96414  -16.93786
H  13.27409  -13.24020  -23.77805
H  13.37341  -11.52721  -15.92476
H  21.87850  -18.54046  -21.37823
H  23.18925  -7.81053  -19.69862
C  14.76492  -14.15432  -21.49477
H  11.90470  -9.82359  -14.66244
C  15.48670  -14.57674  -17.54877
C  20.01248  -18.97383  -19.12723
H  14.33337  -6.74587  -14.37359
H  15.14828  -6.89650  -17.90573
C  16.61275  -15.85848  -15.84300
H  18.61392  -14.90069  -22.16734
C  17.82064  -16.06239  -14.98587
C  11.20577  -12.80272  -19.90717
H  20.98355  -19.37393  -19.41532
N  20.18229  -17.77175  -21.20309
O  12.41484  -15.33697  -22.47686
H  19.76965  -8.19032  -20.13545
H  17.74735  -18.88355  -21.73247
H  25.91706  -13.64594  -23.85777
H  17.88644  -13.25450  -13.99511
H  26.85039  -11.60824  -23.43695
C  13.23068  -10.80327  -16.73207
H  18.84542  -5.36509  -22.21610
H  17.87028  -4.20622  -20.41628
H  12.77384  -8.26188  -14.45902
C  17.85349  -16.23290  -20.76848
C  18.90723  -4.15041  -20.07204
H  21.30513  -12.06508  -26.00286
H  25.00605  -12.16003  -27.31358
H  20.47542  -7.06367  -17.39472
C  25.79875  -11.73528  -26.69683
C  24.47887  -14.21522  -25.37091
C  22.51018  -7.05523  -20.14612
H  14.32315  -11.60909  -20.52451
H  12.19402  -10.97292  -19.35485
H  25.76312  -10.63812  -26.79687
H  11.71696  -8.34851  -16.77392
C  21.69661  -6.41508  -19.07206
C  20.83355  -7.43067  -18.36273
H  27.75469  -11.63140  -25.00534
H  17.94507  -17.12971  -14.77080
H  23.61298  -5.63379  -18.37536
H  13.95484  -11.08732  -17.49495
H  21.79800  -15.80724  -21.63722
C  19.24951  -18.34226  -20.28235
C  25.62340  -12.03385  -25.22863
C  18.77010  -13.07871  -14.62882
H  14.75593  -14.94696  -22.26090
C  12.77505  -8.43476  -17.06280
H  9.27602  -14.85300  -20.35601
H  21.47775  -12.48552  -23.31306
H  14.79699  -14.73931  -20.56999
H  19.61134  -15.10098  -20.75489

Output
net charge: 0
HOMO level: -8.076 eV
energy relative to the best compared isomer or geometry (same formula, charge and spin): 99.0 kJ/mol
gap between HOMO and LUMO: 8.5 eV
multiplicity: 1
structure (SMILES): CC1(C)CCCC(C)(C)N1O.CC1(C)CCCC(C)(C)N1O.CC1(C)CCCC(C)(C)N1O.CC1(C)CCCC(C)(C)N1O.CC1(C)CCCC(C)(C)N1O.CC1(C)CCCC(C)(C)N1O.CCO

---

Record 2
The following is a quantum chemistry calculation of a molecular structure, C56H121CdF6N8O22S2, from OMol25.

Geometry (Å):
C  4.98362  3.05659  2.02645
H  -3.73208  -0.47982  -2.33742
H  -2.61478  0.23540  0.17539
O  -0.41634  -9.16875  1.22734
H  4.71932  5.18531  2.79615
C  3.03880  -0.48489  3.76778
H  2.78550  0.07882  0.04202
H  -5.42625  2.89931  -3.17300
H  5.18896  -0.73015  1.50992
O  -1.00919  -7.07933  0.97576
H  1.70870  -1.87042  -4.34884
C  -4.51750  0.13413  -1.89665
H  -1.74704  5.27765  0.30568
H  -0.84394  1.18329  -2.32626
N  -2.85262  -2.76869  -6.17473
C  -0.81400  -3.67573  -4.14744
H  0.13345  -3.48633  -3.64291
C  4.38024  1.08097  -1.18361
O  0.99803  2.44349  -4.18773
C  4.84247  4.56260  1.91005
H  2.93836  -2.09554  1.59842
C  -4.93493  3.44748  -3.97688
N  -3.73041  0.09079  1.91568
C  -2.93926  3.64604  6.74583
H  -3.17823  6.86460  -2.49927
C  -2.65216  -4.41006  -0.48127
H  3.91640  2.06734  -1.17807
H  -1.20075  4.58712  7.34797
H  -1.15121  -1.48021  -6.58285
N  -1.23670  -8.26696  1.22897
H  2.96934  6.97907  2.74239
C  2.22900  -0.92248  -4.48599
H  -3.31159  4.59950  7.12051
H  1.62486  7.62137  3.56384
H  6.87048  -1.45512  1.19008
H  -3.02759  2.86192  7.49780
H  -3.33825  -3.08227  3.30729
O  -2.34413  -8.69498  1.48374
H  -4.22358  -1.85594  4.05510
C  4.07779  -2.08706  -3.21596
O  -0.73889  3.75732  -4.08118
H  5.82819  0.08651  -2.40958
H  2.03003  -1.53947  -1.78480
H  -0.03384  -3.23863  -6.11378
H  0.85703  1.55229  0.45395
H  -4.66018  4.52479  -1.53386
H  4.83271  -4.08558  2.97454
H  0.61744  6.64484  5.52208
H  -2.08400  1.83138  -3.32641
O  3.76308  -5.82744  0.39130
H  -1.01328  0.69433  -4.01500
H  -1.09967  5.98668  -1.79979
C  -4.36295  5.13736  -2.38504
C  -2.86664  -0.13106  -6.60805
C  -2.18757  -1.54810  -6.91369
O  -0.21190  -5.10461  2.73331
H  2.03792  2.72106  0.92329
H  -5.80787  -0.07495  2.16864
C  -3.78340  -3.68628  -1.22424
H  -2.14606  -1.81379  -7.96999
O  -1.24845  -5.02431  4.90013
C  5.08713  -2.36908  -4.39027
H  -2.34300  3.74813  -0.38074
H  -2.62938  -4.80276  -5.91738
F  1.53702  -5.73305  -2.83930
H  1.11450  1.87383  2.14214
C  3.27054  -2.78921  2.37081
H  4.72881  -2.07086  -2.34187
H  0.91617  6.59245  1.48703
C  -3.63736  -1.47390  1.94635
H  -3.53118  3.41873  5.85923
O  -0.00392  -2.94486  1.09516
H  6.04673  -1.87993  -4.22293
C  -1.61244  -2.39389  -3.95047
C  -4.77797  0.04057  -0.42665
C  4.15925  0.41626  -3.70703
H  3.85058  4.78171  1.51479
H  0.10552  1.27361  6.60898
H  -4.44815  -1.90705  1.36061
H  0.59732  4.70345  -0.48617
H  4.14641  -0.90103  -0.54533
H  3.09799  6.51780  5.16109
F  3.53143  -6.35845  -2.61287
H  -3.56934  -3.28569  -4.31320
H  -5.42061  0.02045  -2.49628
H  -5.12374  1.61377  2.60108
O  6.10729  2.59518  1.68375
H  -3.39141  6.42337  -0.86787
H  3.46926  1.23812  -3.89829
C  -1.55724  4.50156  -0.43579
O  5.79856  -2.27732  2.78291
H  5.16106  1.14259  -0.42557
H  0.85626  3.04304  5.22559
H  -1.71342  4.64396  -2.55190
C  2.50673  -0.58478  -2.00710
H  -0.65866  6.54331  3.37370
H  6.54043  -0.34022  2.47161
H  -2.31559  -1.66797  5.16672
H  -3.41844  -2.73604  -1.61403
H  5.74812  -4.18347  -3.48441
H  1.17943  5.15761  6.29934
H  -4.59779  2.64182  -4.62907
H  -4.62710  -3.52290  -0.55372
H  1.84468  0.25222  -2.22898
C  -4.20752  -2.98072  -6.86095
H  -1.87572  -4.30848  -7.47983
H  -1.24090  -4.55266  -3.66078
H  -1.35018  0.43746  4.57540
H  -4.84771  -2.11052  -6.71601
C  5.06070  0.85093  -2.53091
C  -3.39550  -1.99505  3.36010
F  0.24717  -7.49420  4.17068
C  6.10445  -1.16622  1.90969
C  -2.23223  -1.29898  4.14447
O  0.01014  3.35513  1.00358
H  -0.29095  2.88089  3.83412
O  2.88539  -3.84739  -0.74341
H  0.01191  -4.88316  -5.78126
H  2.81264  1.10438  5.06841
O  -1.58148  -4.75771  -0.94142
H  1.39306  3.42587  3.60585
H  3.53129  -2.34530  4.47006
H  0.07025  3.16496  -1.13749
H  5.61028  1.74811  -2.81572
H  2.54591  -0.06065  2.89303
N  0.03347  4.93545  4.51915
C  -1.97232  -4.09036  -6.41625
C  2.39916  5.92606  4.56984
H  -0.99157  3.01432  6.45777
C  -0.22098  2.64597  -3.94187
C  5.40386  -3.80769  -4.44793
H  -5.19855  5.75649  -2.71147
H  -2.69564  1.89524  -6.93160
N  0.14686  -1.79760  0.68948
N  3.26518  -0.80625  -3.33830
H  -5.60937  0.70734  -0.19791
C  -2.49312  0.70098  2.69972
C  1.04034  2.35580  1.16730
H  -2.49337  1.78560  2.59160
H  3.25771  -2.78556  -3.04963
H  4.84662  0.27639  -4.54132
O  -4.00314  4.40881  -3.54771
H  2.88997  4.96058  4.44713
H  -5.73437  4.07014  -4.37849
O  0.80262  -1.12602  1.42528
O  4.09607  2.42090  2.65704
C  0.52893  3.45200  4.26970
H  2.70261  -3.71843  2.32499
H  -1.07245  -1.52875  -4.33523
H  2.82310  -0.89791  -5.39952
C  -2.31687  0.22684  4.11797
C  3.45846  -0.09414  -0.79780
F  1.15779  -6.49238  5.94237
C  1.08531  5.97068  2.36617
H  -3.01097  0.70661  4.80801
C  0.45072  0.24861  6.47366
H  -3.64063  -1.54230  -4.55024
O  1.29840  -5.49026  0.29714
H  4.50472  -4.30844  -4.80697
C  -5.05859  0.52865  2.68083
H  -3.74266  1.59662  0.60474
H  -4.57492  -3.86831  -6.34587
C  1.09877  5.68258  5.34750
H  -4.11664  1.13902  -2.02936
C  -1.35059  4.80880  5.21152
C  -1.49944  3.97806  6.49479
O  -0.42834  -1.34277  -0.22303
H  -2.00111  4.37629  4.45135
H  -4.06938  -4.36233  -2.03001
O  -2.67220  -4.56891  0.78352
C  -2.13552  1.02826  -7.28192
H  -5.15853  -0.96937  -0.27409
H  -1.15768  1.31925  -6.89818
O  1.06014  0.03030  5.19590
C  2.05508  6.67051  3.24936
H  -4.05981  -3.22274  -7.91343
C  1.03633  -6.48973  4.58844
C  -1.03176  1.54714  -3.33642
S  0.04617  -4.91088  4.17581
H  -2.06948  0.93449  -8.36587
H  4.58765  -2.13208  -5.32965
C  -0.10192  3.88124  -0.33411
H  -2.84203  0.07046  -5.53713
H  1.54622  -0.07451  -4.43256
H  6.22701  -3.82590  -5.16221
C  -0.25429  5.57031  3.09468
H  -1.63164  5.84942  5.37346
O  0.90779  -3.79589  4.51298
C  4.79617  -3.20619  2.33154
C  -3.23476  5.98751  -1.85458
H  -0.41508  -0.40641  6.57080
H  -1.00808  4.87941  2.71713
H  -5.12114  0.14837  3.70043
H  1.18133  0.13667  7.27476
H  5.04412  -3.59904  1.34550
H  -1.24152  -1.63300  3.83619
F  2.23573  -6.37925  3.91444
N  -1.81549  5.27478  -1.76975
H  2.99732  -0.32136  5.99288
N  2.95983  -1.99354  3.71520
H  1.54617  5.07839  1.94247
H  4.08971  -0.25943  3.58652
C  -0.62403  -4.01224  -5.62255
C  2.50593  0.05882  5.09727
H  -1.79953  -2.21857  -2.89104
H  -2.66417  -1.63441  1.48241
H  2.07170  -2.33146  4.05746
Cd  -0.52382  -4.95160  0.87937
H  -1.63533  0.37267  2.11276
F  2.11491  -7.61620  -1.61499
C  -3.63480  0.52682  0.42585
S  2.62286  -5.25376  -0.33871
H  -3.90974  -0.13495  -6.92431
C  -2.99634  -2.41713  -4.63779
C  2.44257  -6.30859  -1.97166
H  5.49829  4.98878  1.15086

Output
net charge: +1
HOMO level: -6.805 eV
gap between HOMO and LUMO: 3.6 eV
multiplicity: 1